[1]
A 2-piece molecular cluster, C7H17N overall in a non-equilibrium geometry, computed with wB97M-V/def2-TZVPD.

Cartesian coordinates (Å):
1 N -0.992 0.035 0.896
2 C 0.233 1.519 -0.829
3 C -0.389 -2.079 -0.541
4 C 1.589 1.370 -1.529
5 C -0.459 -1.356 0.846
6 C 0.808 -1.770 1.662
7 C -0.933 1.279 -1.795
8 C 0.159 0.595 0.371
9 H -2.127 1.562 3.759
10 H 0.824 -1.238 2.608
11 H 2.437 1.575 -0.857
12 H 1.688 2.044 -2.395
13 H 0.515 -1.786 -1.085
14 H -0.875 2.025 -2.604
15 H 1.730 -1.540 1.126
16 H -0.405 -3.158 -0.386
17 H -1.225 -1.987 1.315
18 H -1.296 -1.873 -1.135
19 H 0.767 -2.857 1.900
20 H 0.953 0.881 1.110
21 H -1.856 1.364 -1.223
22 H 0.200 2.557 -0.460
23 H -2.199 2.208 3.395
24 H -0.857 0.289 -2.250
25 H 1.710 0.341 -1.898

Results
**Orbital gap (spin up / spin down)**: 5.11 / 6.03 eV
**Spin multiplicity**: 2
**Total charge**: -1
**LUMO energy (spin up / spin down)**: 4.2 / 4.1 eV
**Relative energy (zero: lowest compared OMol25 entry of this formula, charge and spin)**: 52.75 kcal per mole


[2]
One molecule with the formula H2O, computed with wB97M-V/def2-TZVPD.

Cartesian coordinates (Å):
1 O -0.009 0.044 -0.097
2 H 0.393 -0.795 0.122
3 H -0.296 0.375 0.755

Results
**Orbital gap**: 12.75 eV
**LUMO energy**: 1.1 eV
**Relative energy (zero: lowest compared OMol25 entry of this formula, charge and spin)**: 0.10 kcal per mole


[3]
C24H22IN5O2RuTe as an isolated structure in a non-equilibrium geometry, computed with wB97M-V/def2-TZVPD.

Cartesian coordinates (Å):
1 I 2.256 -0.525 0.157
2 Te -2.544 1.666 -0.107
3 Ru -0.425 0.160 0.510
4 O 0.427 2.459 0.290
5 O -0.874 -1.765 -0.808
6 N -4.031 -0.940 0.818
7 N -0.408 -3.843 -0.058
8 N 1.853 3.101 1.933
9 N 0.896 4.632 0.500
10 N -1.903 -4.000 3.142
11 C -0.919 -0.066 4.887
12 C 1.042 3.358 0.888
13 C 2.763 -0.433 5.089
14 C -2.011 -3.336 2.214
15 C 1.492 5.790 1.123
16 C 1.463 -0.324 4.556
17 C -7.185 0.296 -0.712
18 C 0.338 -0.227 5.400
19 C -3.174 -1.763 0.897
20 C -5.412 -0.844 0.517
21 C -6.891 1.668 -2.645
22 C -5.533 1.446 -2.571
23 C -1.102 -0.002 3.498
24 C -7.730 1.070 -1.716
25 C 3.692 -0.508 2.877
26 C 1.272 -0.296 3.140
27 C -4.971 0.619 -1.596
28 C -3.501 0.419 -1.655
29 C -5.814 0.062 -0.632
30 C -1.086 -2.691 -0.012
31 C -2.119 -2.565 1.042
32 C 2.434 -0.423 2.347
33 C 3.857 -0.503 4.270
34 C -0.042 -0.133 2.625
35 H -0.609 -4.605 0.570
36 H -5.827 -1.843 0.328
37 H -5.880 -0.444 1.424
38 H 1.968 2.149 2.236
39 H -7.835 -0.152 0.024
40 H 0.268 4.771 -0.275
41 H 0.496 -0.275 6.467
42 H 4.852 -0.563 4.683
43 H -1.773 0.025 5.539
44 H -4.869 1.903 -3.289
45 H 4.557 -0.591 2.236
46 H 2.417 3.817 2.350
47 H -2.109 0.148 3.117
48 H 0.353 -3.939 -0.713
49 H -3.193 -0.613 -1.508
50 H 1.093 6.679 0.642
51 H -7.291 2.297 -3.424
52 H 2.878 -0.455 6.163
53 H -3.116 0.756 -2.614
54 H 1.244 5.830 2.186
55 H 2.578 5.789 1.004
56 H -8.799 1.201 -1.775

Results
**Orbital gap (spin up / spin down)**: 6.95 / 5.77 eV
**Spin multiplicity**: 2
**Total charge**: +1
**LUMO energy (spin up / spin down)**: -3.5 / -4.6 eV


DFT total energy / eV: -9021.116 -2079.860 -54758.544